A 2-piece molecular cluster, C38H49F9NO3 overall. Source: the OMol25 dataset; level of theory: ωB97M-V/def2-TZVPD.

Total energy   -2656.436117 Ha
E_HOMO   -10.99 eV
Gap between HOMO and LUMO   8.14 eV
Net charge   +1
F_max   1.60 eV Å⁻¹

Bonds (Å) are listed after each position.
Element x y z (Å)
1 F 2.7926 -2.5953 0.8798  C15 1.339
2 C -1.4251 -3.5847 1.7725  C11 1.528, H30 1.085, H36 1.083, H91 1.085
3 H -0.8668 5.0416 1.7553  N6 1.020
4 C 7.5084 -3.5705 -4.5660  C47 1.397, C78 1.389, C97 1.489
5 H -2.4092 1.2784 -2.9083  C100 1.084
6 N -0.8049 4.0251 1.6930  H3 1.020, C13 1.488, C20 1.507, C42 1.494
7 C -4.5065 -1.5062 1.2827  C22 1.543, C79 1.531, H86 1.085, H89 1.085
8 H -7.2482 1.7027 0.3153  C81 1.087
9 H 10.3705 -4.3615 -7.0278  C26 1.082
10 F 1.9458 -0.4747 -0.4443  C58 1.345
11 C -2.1508 -2.2581 1.9954  C2 1.528, C22 1.542, H46 1.087, H74 1.083
12 C 7.1372 -5.7104 -0.8541  H40 1.081, C41 1.383, C55 1.388
13 C -1.1531 3.6313 0.3006  N6 1.488, C56 1.521, H67 1.086, H90 1.080
14 H 4.6784 -2.8333 -1.6223  C31 1.081
15 C 3.3231 -1.4148 1.2232  F1 1.339, F32 1.319, F39 1.367, C58 1.549
16 H 10.1748 -5.6319 -4.9181  C65 1.081
17 H -2.1409 5.2953 -0.5779  C56 1.091
18 H -4.7425 0.5916 0.8299  C79 1.089
19 H -4.7904 -0.4705 -0.5504  C79 1.086
20 C -1.9132 3.4870 2.5607  N6 1.507, H62 1.083, H94 1.083, C96 1.510
21 H -7.0029 -0.5022 -0.5258  C33 1.086
22 C -3.0774 -1.8679 0.8267  C7 1.543, C11 1.542, H66 1.084, H75 1.085
23 C -5.6269 3.5385 1.8875  H37 1.086, C45 1.533, C64 1.523, H95 1.082
24 O -3.3615 4.6243 0.9072  C56 1.422, C96 1.418
25 H 4.5214 -4.0518 0.5130  C54 1.076
26 C 9.5657 -4.1443 -6.3385  H9 1.082, C65 1.384, C84 1.391
27 H -3.9039 2.1443 -3.2037  C100 1.085
28 H -3.1803 5.1494 2.8628  C96 1.089
29 H 0.2370 1.9358 3.3814  C88 1.083
30 H -2.0594 -4.4197 2.0515  C2 1.085
31 C 5.3679 -3.6359 -1.4027  H14 1.081, C38 1.388, C54 1.387
32 F 4.4364 -1.2342 0.5390  C15 1.319
33 C -6.6683 -0.3744 0.4997  H21 1.086, C79 1.540, C81 1.530, H83 1.085
34 C -2.3229 3.4144 -2.5154  C52 1.532, H70 1.086, H77 1.083, C100 1.533
35 C 2.1373 1.6917 2.4938  F63 1.374, C73 1.555, F80 1.351, C88 1.527
36 H -0.5208 -3.6564 2.3644  C2 1.083
37 H -5.4502 3.0248 0.9475  C23 1.086
38 C 6.3474 -3.9757 -2.3257  C31 1.388, C55 1.395, C97 1.491
39 F 3.5798 -1.4251 2.5657  C15 1.367
40 H 7.8255 -6.5178 -0.6478  C12 1.081
41 C 6.1574 -5.3705 0.0613  C12 1.383, C54 1.392, H92 1.082
42 C 0.5710 3.6263 2.1178  N6 1.494, H51 1.082, H72 1.083, C88 1.518
43 C 8.3260 -5.3646 -3.0081  C47 1.490, C55 1.492, O99 1.212
44 H -4.6524 3.7672 3.7517  C64 1.086
45 C -6.8455 2.8822 2.5466  C23 1.533, C61 1.539, H69 1.085, H76 1.086
46 H -1.4046 -1.4826 2.1512  C11 1.087
47 C 8.4308 -4.5768 -4.2684  C4 1.397, C43 1.490, C65 1.388
48 H 0.1634 1.5642 1.6599  C88 1.082
49 F 4.0131 1.2766 1.1070  C73 1.342
50 F 2.1397 1.9112 0.1680  C73 1.366
51 H 1.2549 3.9548 1.3469  C42 1.082
52 C -3.1325 3.5644 -1.2237  C34 1.532, C56 1.518, H68 1.086, H71 1.088
53 H -4.0948 2.3605 2.8603  C64 1.086
54 C 5.2779 -4.3245 -0.2026  H25 1.076, C31 1.387, C41 1.392
55 C 7.2433 -5.0079 -2.0463  C12 1.388, C38 1.395, C43 1.492
56 C -2.4273 4.3431 -0.1278  C13 1.521, H17 1.091, O24 1.422, C52 1.518
57 H -5.7161 1.0777 2.5172  C61 1.085
58 C 2.2644 -0.3455 0.8557  F10 1.345, C15 1.549, F60 1.367, C73 1.560
59 O 5.6027 -2.3655 -3.8755  C97 1.214
60 F 1.1457 -0.6092 1.5965  C58 1.367
61 C -6.7596 1.3527 2.4015  C45 1.539, H57 1.085, C81 1.525, H85 1.085
62 H -1.9922 2.4289 2.3432  C20 1.083
63 F 2.9205 2.7849 2.7759  C35 1.374
64 C -4.3891 3.4014 2.7635  C23 1.523, H44 1.086, H53 1.086, C96 1.551
65 C 9.4601 -4.8572 -5.1570  H16 1.081, C26 1.384, C47 1.388
66 H -3.1534 -2.7395 0.1871  C22 1.084
67 H -1.3079 2.5570 0.2885  C13 1.086
68 H -4.0067 4.1619 -1.4629  C52 1.086
69 H -6.9490 3.2046 3.5772  C45 1.085
70 H -1.2640 3.3018 -2.3009  C34 1.086
71 H -3.4851 2.6059 -0.8497  C52 1.088
72 H 0.8158 4.2093 2.9971  C42 1.083
73 C 2.6803 1.1292 1.1495  C35 1.555, F49 1.342, F50 1.366, C58 1.560
74 H -2.7207 -2.3606 2.9107  C11 1.083
75 H -2.6615 -1.0499 0.2477  C22 1.085
76 H -7.7141 3.2323 1.9971  C45 1.086
77 H -2.4536 4.2848 -3.1464  C34 1.083
78 C 7.6133 -2.8656 -5.7580  C4 1.389, C84 1.384, H87 1.081
79 C -5.1282 -0.3633 0.4760  C7 1.531, H18 1.089, H19 1.086, C33 1.540
80 F 2.3224 0.8093 3.4998  C35 1.351
81 C -7.3053 0.9036 1.0497  H8 1.087, C33 1.530, C61 1.525, H82 1.087
82 H -8.3658 0.7173 1.1983  C81 1.087
83 H -7.0665 -1.2209 1.0486  C33 1.085
84 C 8.6391 -3.1522 -6.6416  C26 1.391, C78 1.384, H93 1.082
85 H -7.3003 0.8805 3.2153  C61 1.085
86 H -5.1375 -2.3720 1.1125  C7 1.085
87 H 6.8920 -2.0939 -5.9864  C78 1.081
88 C 0.6804 2.1416 2.4152  H29 1.083, C35 1.527, C42 1.518, H48 1.082
89 H -4.5416 -1.2805 2.3436  C7 1.085
90 H -0.3307 3.8441 -0.3668  C13 1.080
91 H -1.1805 -3.7244 0.7246  C2 1.085
92 H 6.0811 -5.9174 0.9919  C41 1.082
93 H 8.7207 -2.6010 -7.5687  C84 1.082
94 H -1.6007 3.5912 3.5927  C20 1.083
95 H -5.8601 4.5788 1.7019  C23 1.082
96 C -3.1864 4.2415 2.2609  C20 1.510, O24 1.418, H28 1.089, C64 1.551
97 C 6.4148 -3.2296 -3.6147  C4 1.489, C38 1.491, O59 1.214
98 H -2.5933 2.2934 -4.3545  C100 1.081
99 O 9.0985 -6.2662 -2.7672  C43 1.212
100 C -2.8252 2.1984 -3.3026  H5 1.084, H27 1.085, C34 1.533, H98 1.081

A 31-piece molecular cluster, C37H44Cl90N2O overall. Source: the OMol25 dataset; level of theory: ωB97M-V/def2-TZVPD.

Total energy   -43037.927137 Ha
E_HOMO   -9.01 eV
Gap between HOMO and LUMO   8.98 eV
Net charge   0
F_max   8.48 eV Å⁻¹

Bonds (Å) are listed after each position.
Element x y z (Å)
1 Cl 7.6311 -4.6629 -2.2244  C31 1.772
2 Cl -6.1742 -10.6887 -3.6058  C58 1.772
3 C 0.0057 -4.6535 11.8069  Cl35 1.772, Cl104 1.772, H107 1.093, Cl169 1.772
4 N 1.1131 -2.0860 4.3047  H125 1.049, C152 1.514, C170 1.543
5 H 0.1687 -2.5701 0.9138  C74 1.178
6 H -2.9888 10.6426 -1.9934  C68 1.093
7 H 1.1807 -0.0230 1.3019  N9 1.043
8 C -0.7750 0.0078 2.1882  N9 1.513, C59 1.658, H105 1.190, H112 1.174
9 N 0.1811 0.0694 1.0174  H7 1.043, C8 1.513, H144 1.044
10 C 6.3425 0.3358 -1.1937  Cl65 1.772, H153 1.093, Cl163 1.772, Cl173 1.772
11 Cl 2.2328 5.1534 -7.9502  C81 1.772
12 Cl 8.2316 4.5547 -2.7731  C137 1.772
13 Cl -5.8430 -0.6590 -4.6983  C96 1.772
14 H -1.2911 -7.2064 8.6823  C43 1.093
15 C 8.0855 7.7385 -0.5277  Cl60 1.772, H86 1.093, Cl118 1.772, Cl141 1.772
16 Cl 1.8474 5.9433 -2.2784  C135 1.772
17 Cl -7.7079 -4.6582 -6.0516  C110 1.772
18 H 4.1270 -2.0554 -7.4087  C54 1.093
19 C 10.2741 2.7761 -0.2322  Cl51 1.772, H117 1.093, Cl151 1.772, Cl168 1.772
20 Cl -0.4866 -5.9514 -4.5612  C50 1.772
21 Cl 2.4842 8.7042 -2.9536  C135 1.772
22 Cl -1.3203 -0.2779 -2.4247  C124 1.772
23 H 6.3963 -3.9175 -0.3604  C31 1.093
24 Cl -2.7507 1.6358 6.1448  C100 1.772
25 Cl -0.6486 6.9168 1.4411  C146 1.772
26 Cl -3.6169 13.9999 -0.4869  C116 1.772
27 C 1.7491 -4.9750 -0.4299  Cl33 1.772, H79 1.093, Cl123 1.772, Cl174 1.772
28 H -3.4952 0.6170 -2.5793  C124 1.093
29 Cl -3.4630 8.3479 -1.7391  C68 1.772
30 Cl 0.4711 12.9219 -0.3107  C82 1.772
31 C 7.4597 -4.0657 -0.5650  Cl1 1.772, H23 1.093, Cl101 1.772, Cl147 1.772
32 Cl 3.3257 3.4771 -0.7558  C40 1.772
33 Cl 2.0895 -6.3721 -1.4652  C27 1.772
34 C -3.3158 -8.4596 -7.9894  Cl39 1.772, H75 1.093, Cl128 1.772, Cl142 1.772
35 Cl 1.4561 -3.6431 11.6841  C3 1.772
36 Cl -7.2436 2.0812 -11.2395  C64 1.772
37 Cl 5.5429 -0.5898 7.8904  C159 1.772
38 Cl -1.0536 13.8760 -2.6015  C82 1.772
39 Cl -3.6536 -6.9847 -7.0675  C34 1.772
40 C 1.9089 3.7073 0.2831  Cl32 1.772, Cl76 1.772, Cl102 1.772, H136 1.093
41 Cl -1.5118 -5.8997 1.0339  C160 1.772
42 Cl -3.0664 0.5924 -0.2620  C124 1.772
43 C -2.3200 -7.4153 8.3785  H14 1.093, Cl98 1.772, Cl134 1.772, Cl157 1.772
44 H -1.6478 -1.6390 3.5897  C59 1.181
45 Cl 2.9388 6.5865 -4.9011  C135 1.772
46 Cl 0.1569 0.3042 5.8954  C78 1.772
47 Cl 2.0821 -3.1379 -6.9599  C54 1.772
48 Cl -7.3700 -2.0223 -2.6264  C96 1.772
49 H 8.0214 5.1349 -5.0478  C137 1.093
50 C -0.8269 -4.5543 -3.5259  Cl20 1.772, Cl53 1.772, H122 1.093, Cl162 1.772
51 Cl 9.8838 3.6200 1.2762  C19 1.772
52 Cl -4.9472 -4.9561 -5.1723  C110 1.772
53 Cl 0.4813 -3.3643 -3.6369  C50 1.772
54 C 3.0751 -1.7942 -7.5500  H18 1.093, Cl47 1.772, Cl77 1.772, Cl164 1.772
55 Cl 3.1631 0.1436 9.4010  C159 1.772
56 H -8.0160 -5.3114 -10.8844  C67 1.093
57 C 2.4886 -2.4009 2.2814  H69 1.192, H129 1.192, C152 1.665, C161 1.666
58 C -6.2469 -9.3523 -2.4445  Cl2 1.772, Cl99 1.772, H120 1.093, Cl149 1.772
59 C -1.3110 -1.5375 2.4627  C8 1.658, H44 1.181, C74 1.645, H165 1.192
60 Cl 8.1167 6.5984 0.8283  C15 1.772
61 H -7.7415 -2.0320 -4.9537  C96 1.093
62 H -3.5700 -4.9781 0.3493  C160 1.093
63 H -2.1410 5.4851 2.5716  C146 1.093
64 C -7.1169 0.3839 -10.7472  Cl36 1.772, Cl80 1.772, H121 1.093, Cl140 1.772
65 Cl 6.0047 1.8107 -0.2718  C10 1.772
66 H 0.8730 3.2578 -8.2853  C81 1.093
67 C -7.4175 -4.6335 -10.2705  H56 1.093, Cl83 1.772, Cl127 1.772, Cl145 1.772
68 C -2.6953 9.8753 -1.2725  H6 1.093, Cl29 1.772, Cl143 1.772, Cl171 1.772
69 H 3.0880 -3.4306 2.3197  C57 1.192
70 H -3.8272 14.5800 -2.7615  C116 1.093
71 Cl -1.5914 0.3644 13.2906  C119 1.772
72 Cl -3.8238 -5.2396 2.6777  C160 1.772
73 Cl -2.1354 2.5126 -2.2442  C124 1.772
74 C -0.2413 -2.7020 2.0099  H5 1.178, C59 1.645, H90 1.194, C152 1.640
75 H -2.2639 -8.7207 -7.8481  C34 1.093
76 Cl 0.4152 3.5214 -0.6518  C40 1.772
77 Cl 2.7373 -0.3194 -6.6280  C54 1.772
78 C 0.3576 -0.2108 7.5788  Cl46 1.772, Cl88 1.772, H94 1.093, Cl97 1.772
79 H 0.8258 -4.5051 -0.7781  C27 1.093
80 Cl -6.1474 -0.5316 -11.9140  C64 1.772
81 C 1.7474 3.4732 -7.6659  Cl11 1.772, H66 1.093, Cl115 1.772, Cl126 1.772
82 C 0.4400 14.0619 -1.6667  Cl30 1.772, Cl38 1.772, H95 1.093, Cl133 1.772
83 Cl -8.4532 -3.2959 -9.7436  C67 1.772
84 Cl -6.4621 -7.2909 -6.0313  C110 1.772
85 Cl -3.2104 2.2240 3.3295  C100 1.772
86 H 8.1154 8.7540 -0.1246  C15 1.093
87 H 4.4703 -1.6844 3.3086  C161 1.186
88 Cl 0.0722 -1.9525 7.7347  C78 1.772
89 Cl 7.3713 2.8702 -4.9881  C137 1.772
90 H -0.8590 -3.7232 1.9944  C74 1.194
91 Cl -3.7745 1.8342 12.0426  C119 1.772
92 Cl 4.8077 -2.0972 10.2717  C159 1.772
93 Cl -3.5578 6.8779 1.3038  C146 1.772
94 H 1.3865 -0.0019 7.8826  C78 1.093
95 H 0.4698 15.0775 -1.2636  C82 1.093
96 C -7.4383 -1.2713 -4.2298  Cl13 1.772, Cl48 1.772, H61 1.093, Cl156 1.772
97 Cl -0.7331 0.6959 8.6410  C78 1.772
98 Cl -2.5206 -6.9003 6.6950  C43 1.772
99 Cl -7.7057 -8.3809 -2.7046  C58 1.772
100 C -3.3818 2.8212 4.9889  Cl24 1.772, Cl85 1.772, Cl106 1.772, H138 1.093
101 Cl 8.0908 -5.2511 0.5909  C31 1.772
102 Cl 1.9400 2.5673 1.6391  C40 1.772
103 H 3.0770 -0.3243 3.2894  C161 1.174
104 Cl 0.0784 -5.9899 10.6457  C3 1.772
105 H -1.7542 0.6505 1.9752  C8 1.190
106 Cl -2.5546 4.3767 5.1788  C100 1.772
107 H -0.0362 -5.0748 12.8146  C3 1.093
108 C 2.0976 -5.8283 7.5835  Cl111 1.772, H130 1.093, Cl139 1.772, Cl167 1.772
109 H -6.8913 -5.8686 -4.2016  C110 1.093
110 C -6.5479 -5.7140 -5.2276  Cl17 1.772, Cl52 1.772, Cl84 1.772, H109 1.093
111 Cl 2.8936 -5.7979 9.1662  C108 1.772
112 H -0.3373 0.4112 3.2000  C8 1.174
113 H 3.9533 6.8682 -2.7925  C135 1.093
114 Cl 5.8064 5.2120 -4.2461  C137 1.772
115 Cl 1.3017 3.2332 -5.9679  C81 1.772
116 C -4.4129 13.9694 -2.0696  Cl26 1.772, H70 1.093, Cl131 1.772, Cl155 1.772
117 H 9.8940 3.3700 -1.0673  C19 1.093
118 Cl 9.5024 7.5083 -1.5666  C15 1.772
119 C -2.7816 0.3681 11.9778  Cl71 1.772, Cl91 1.772, Cl132 1.772, H150 1.093
120 H -6.2888 -9.7736 -1.4368  C58 1.093
121 H -8.1224 -0.0440 -10.7240  C64 1.093
122 H -1.7503 -4.0844 -3.8742  C50 1.093
123 Cl 3.0574 -3.7851 -0.5409  C27 1.772
124 C -2.6207 0.8324 -1.9600  Cl22 1.772, H28 1.093, Cl42 1.772, Cl73 1.772
125 H 1.0337 -1.0730 4.0448  N4 1.049
126 Cl 3.0479 2.3630 -8.1307  C81 1.772
127 Cl -6.0734 -4.0292 -11.2543  C67 1.772
128 Cl -4.3088 -9.8032 -7.3993  C34 1.772
129 H 2.4207 -1.9689 1.1728  C57 1.192
130 H 2.6834 -5.2177 6.8916  C108 1.093
131 Cl -6.0421 14.6572 -1.9599  C116 1.772
132 Cl -3.8019 -1.0782 12.0590  C119 1.772
133 Cl 1.8569 13.8318 -2.7056  C82 1.772
134 Cl -3.4107 -6.5087 9.4406  C43 1.772
135 C 2.9407 7.0070 -3.1798  Cl16 1.772, Cl21 1.772, Cl45 1.772, H113 1.093
136 H 1.9387 4.7228 0.6862  C40 1.093
137 C 7.4356 4.5242 -4.3559  Cl12 1.772, H49 1.093, Cl89 1.772, Cl114 1.772
138 H -4.4452 2.9694 5.1935  C100 1.093
139 Cl 2.0333 -7.4824 6.9512  C108 1.772
140 Cl -6.4189 0.2576 -9.1234  C64 1.772
141 Cl 6.5919 7.5525 -1.4626  C15 1.772
142 Cl -3.5969 -8.1907 -9.7181  C34 1.772
143 Cl -0.9305 9.7209 -1.3088  C68 1.772
144 H 0.0100 0.8865 0.3906  N9 1.044
145 Cl -6.8086 -5.5367 -8.8729  C67 1.772
146 C -2.0990 5.9064 1.5639  Cl25 1.772, H63 1.093, Cl93 1.772, Cl148 1.772
147 Cl 8.2869 -2.5103 -0.3751  C31 1.772
148 Cl -2.0263 4.5701 0.4026  C146 1.772
149 Cl -4.7965 -8.3419 -2.5673  C58 1.772
150 H -2.2445 0.3577 11.0260  C119 1.093
151 Cl 12.0286 2.6117 -0.4170  C19 1.772
152 C 1.0571 -2.8534 3.0011  N4 1.514, C57 1.665, C74 1.640, H158 1.185
153 H 7.3944 0.0747 -1.0524  C10 1.093
154 O 3.1349 -2.5600 5.8845  C170 1.337
155 Cl -4.4772 12.3153 -2.7018  C116 1.772
156 Cl -8.6375 0.0330 -4.2553  C96 1.772
157 Cl -2.6054 -9.1571 8.5344  C43 1.772
158 H 1.2155 -3.9858 3.3119  C152 1.185
159 C 4.1988 -1.1940 8.8741  Cl37 1.772, Cl55 1.772, Cl92 1.772, H172 1.093
160 C -3.2765 -5.7454 1.0702  Cl41 1.772, H62 1.093, Cl72 1.772, Cl166 1.772
161 C 3.3073 -1.4711 3.3950  C57 1.666, H87 1.186, H103 1.174, C170 1.661
162 Cl -1.0605 -5.0671 -1.8460  C50 1.772
163 Cl 6.0614 0.6047 -2.9225  C10 1.772
164 Cl 2.7940 -1.5253 -9.2787  C54 1.772
165 H -2.2753 -1.6753 1.7752  C59 1.192
166 Cl -4.0443 -7.2727 0.6036  C160 1.772
167 Cl 0.4684 -5.1406 7.6932  C108 1.772
168 Cl 9.4923 1.1867 -0.2760  C19 1.772
169 Cl -1.4531 -3.6821 11.5468  C3 1.772
170 C 2.5897 -2.1086 4.7503  N4 1.543, O154 1.337, C161 1.661
171 Cl -3.2426 10.3810 0.3350  C68 1.772
172 H 3.6003 -1.8719 8.2602  C159 1.093
173 Cl 5.3495 -1.0078 -0.6037  C10 1.772
174 Cl 1.5155 -5.4878 1.2500  C27 1.772